## 1
Computed, not measured: a cluster of 10 separate species, C40H110N10O10 in total, with the ωB97M-V functional and the def2-TZVPD basis.

Values from the calculation:
* SMILES: COC[C@H](C)N.COC[C@H](C)N.COC[C@H](C)N.COC[C@H](C)N.COC[C@H](C)N.COC[C@H](C)N.COC[C@H](C)N.COC[C@H](C)N.COC[C@H](C)N.COC[C@H](C)N
* E_LUMO: 0.4 eV

Bonds (Å) are listed after each position.
Positions of all 170 atoms, in Å:
1 C -1.8753 3.0219 -4.7961  H25 1.065, C47 1.490, N147 1.533, C165 1.515
2 H -6.5052 1.7791 -5.9384  N134 0.992
3 N -1.1569 -3.1655 6.1217  C30 1.466, H57 1.017, H152 1.005
4 C -0.2715 1.8797 5.6989  H6 1.085, H46 1.116, H56 1.076, O144 1.422
5 H -0.6989 -1.3529 1.5585  N130 0.989
6 H 0.0294 0.9279 6.1241  C4 1.085
7 O -3.9826 -5.6538 0.5035  C81 1.463, C97 1.454
8 H -5.3191 -0.0826 -5.2177  C82 1.082
9 H 10.2497 1.2996 3.7992  C154 1.107
10 H 1.8066 -0.7922 -5.2427  C45 1.129
11 H -0.6430 -2.2560 3.6229  C75 1.068
12 H 0.7665 0.1220 2.4157  C116 1.106
13 H 8.2684 2.5171 4.1589  C66 1.060
14 C -3.2111 -3.9023 -1.0383  C81 1.514, N105 1.430, H141 1.082, C161 1.525
15 H -2.1233 -5.5790 -1.9993  C161 1.129
16 C -1.5248 5.1619 -1.8281  O84 1.423, H145 1.115, H164 1.117, H167 1.069
17 H 4.7083 0.7428 -2.0173  C125 1.147
18 H -3.8224 -0.8722 1.0096  N41 1.026
19 H -5.7196 2.3634 -0.7938  C34 1.080
20 H 9.3889 1.6256 -4.4874  N49 1.015
21 H 6.8497 3.2548 0.6272  C88 1.085
22 H 0.7730 -0.2923 -0.0819  C142 1.099
23 O 1.5048 0.8434 -4.0828  C45 1.410, C48 1.427
24 H 6.7733 1.7158 3.9833  C66 1.107
25 H -1.4016 3.7073 -5.4589  C1 1.065
26 H -7.5758 0.6370 -3.4931  C73 1.086
27 H -2.4449 -2.7236 3.6565  C75 1.121
28 H -5.2404 0.4119 6.1811  C61 1.088
29 H 5.4618 2.3494 -1.7352  C125 1.076
30 C -0.9661 -3.9355 4.8887  N3 1.466, H50 1.109, C75 1.552, C99 1.559
31 H -1.9559 -2.7451 -2.0973  N105 1.022
32 H 2.6667 1.6856 2.9851  C162 1.094
33 H 2.8756 -0.6802 -3.7715  C45 1.098
34 C -5.7351 1.4228 -0.2631  H19 1.080, C133 1.506, H143 1.093, H148 1.090
35 C -3.5650 0.4651 4.8221  C61 1.487, N83 1.489, C90 1.534, H111 1.108
36 C 7.7626 1.8753 2.1278  C66 1.507, C88 1.543, N120 1.497, H149 1.113
37 H 0.0626 1.9748 -0.8922  C54 1.101
38 H -6.2703 2.3618 -4.4073  N134 1.032
39 H -1.6868 -0.2051 5.4161  C90 1.101
40 H 7.2451 -0.0984 2.2989  N120 1.020
41 N -4.7254 -0.3852 0.9996  H18 1.026, H126 1.032, C133 1.523
42 H -3.8271 -5.7164 -2.2234  C161 1.106
43 C 8.9702 1.0130 -2.5474  N49 1.467, H58 1.084, C115 1.554, C153 1.545
44 O -4.9373 0.3582 -3.2350  C59 1.456, C82 1.372
45 C 1.8561 -0.5207 -4.1475  H10 1.129, O23 1.410, H33 1.098, C160 1.489
46 H 0.0259 2.6876 6.4089  C4 1.116
47 C -3.3372 2.9210 -5.0678  C1 1.490, H51 1.082, H96 1.092, H139 1.093
48 C 2.3545 1.7848 -3.4283  O23 1.427, H67 1.091, H77 1.095, H85 1.148
49 N 9.5781 0.8418 -3.8714  H20 1.015, C43 1.467, H91 1.017
50 H -1.5668 -4.8642 4.8020  C30 1.109
51 H -3.7921 3.8998 -4.9924  C47 1.082
52 H 3.0770 0.2587 2.1241  C162 1.123
53 C -3.9789 1.9111 1.5593  O109 1.415, H113 1.112, H129 1.113, C133 1.554
54 C -0.6983 1.2719 -0.5182  H37 1.101, H63 1.095, C142 1.516, H156 1.099
55 H -2.1813 2.8340 -2.7895  C165 1.050
56 H 0.2409 2.0100 4.7613  C4 1.076
57 H -1.1989 -3.7082 6.9806  N3 1.017
58 H 9.0437 0.0708 -2.0153  C43 1.084
59 C -3.7241 -0.4139 -3.0081  O44 1.456, H87 1.065, H140 1.086, H155 1.096
60 H -1.7178 0.6358 3.7964  C90 1.090
61 C -4.1635 0.5645 6.1792  H28 1.088, C35 1.487, H93 1.070, H101 1.108
62 O 8.3754 0.4445 4.0311  C66 1.447, C154 1.410
63 H -1.5761 1.7179 -0.0402  C54 1.095
64 H -1.3665 -3.2926 -0.6994  N105 0.977
65 H -5.9051 -1.2176 -3.9127  C82 1.122
66 C 7.8210 1.7180 3.6258  H13 1.060, H24 1.107, C36 1.507, O62 1.447
67 H 3.3639 1.4351 -3.6521  C48 1.091
68 H -0.3743 1.4949 2.0911  C116 1.156
69 H -1.3018 1.4089 -5.9737  N147 0.990
70 H 5.1977 1.1697 -0.3524  C125 1.109
71 H -2.7284 4.9355 1.4891  C89 1.093
72 H 0.6852 -4.8911 5.9105  C99 1.120
73 C -7.0559 0.5059 -4.4373  H26 1.086, C82 1.487, C131 1.519, N134 1.492
74 H 7.2552 2.4130 -2.6641  C153 1.099
75 C -1.3693 -3.0361 3.6901  H11 1.068, H27 1.121, C30 1.552, H104 1.068
76 H -0.5176 3.0416 -3.0920  C165 1.121
77 H 2.1380 2.8311 -3.6654  C48 1.095
78 H -3.9131 4.3435 2.7885  C89 1.103
79 O 1.6053 1.7097 1.3004  C116 1.451, C162 1.434
80 H 7.7355 3.9603 2.0007  C88 1.076
81 C -3.1747 -4.4409 0.3764  O7 1.463, C14 1.514, H132 1.091, H170 1.104
82 C -5.7400 -0.1525 -4.2235  H8 1.082, O44 1.372, H65 1.122, C73 1.487
83 N -3.8988 -0.8578 4.2249  C35 1.489, H95 1.051, H150 1.018
84 O -1.6545 4.8141 -3.2016  C16 1.423, C165 1.410
85 H 2.2229 1.6198 -2.3003  C48 1.148
86 H 3.7011 1.8254 1.4738  C162 1.113
87 H -3.9545 -1.3316 -2.5185  C59 1.065
88 C 7.0653 3.1794 1.6880  H21 1.085, C36 1.543, H80 1.076, H158 1.124
89 C -3.1600 4.0867 2.0247  H71 1.093, H78 1.103, H102 1.093, O109 1.429
90 C -2.0440 0.6609 4.8365  C35 1.534, H39 1.101, H60 1.090, O144 1.380
91 H 9.2413 0.0143 -4.3576  N49 1.017
92 H -2.8343 -4.5652 -3.1258  C161 1.074
93 H -3.9403 1.5055 6.6369  C61 1.070
94 H -0.1384 1.7916 -4.9882  N147 1.010
95 H -4.1048 -0.7734 3.1980  N83 1.051
96 H -3.5186 2.6434 -6.1082  C47 1.092
97 C -3.8893 -6.1705 1.8591  O7 1.454, H110 1.142, H119 1.050, H122 1.116
98 H -8.8573 0.0659 -5.5834  C131 1.089
99 C 0.5175 -4.4124 4.9123  C30 1.559, H72 1.120, O123 1.402, H157 1.090
100 H -0.4951 -2.0944 -4.5487  N121 0.998
101 H -3.6990 -0.2066 6.8260  C61 1.108
102 H -2.3246 3.6610 2.5868  C89 1.093
103 H 9.8796 2.9602 -2.2391  C115 1.067
104 H -1.2340 -3.6415 2.8204  C75 1.068
105 N -2.1704 -2.9245 -1.1142  C14 1.430, H31 1.022, H64 0.977
106 H -3.5555 0.8620 -0.2656  C133 1.128
107 H 1.4527 -3.1239 -4.2623  C159 1.100
108 H 10.8144 1.6241 -1.5102  C115 1.106
109 O -3.6328 3.1769 1.0295  C53 1.415, C89 1.429
110 H -4.3825 -5.5066 2.6465  C97 1.142
111 H -3.9543 1.3288 4.2468  C35 1.108
112 H 7.0785 0.9697 -3.6529  C153 1.109
113 H -3.1493 1.4786 2.1595  C53 1.112
114 H 2.0464 -6.5406 3.0143  C146 1.081
115 C 9.8074 2.0300 -1.7222  C43 1.554, H103 1.067, H108 1.106, H163 1.109
116 C 0.4805 0.8597 1.6425  H12 1.106, H68 1.156, O79 1.451, C142 1.505
117 H 2.6009 -5.0542 3.4692  C146 1.061
118 H -7.4046 -0.5274 -6.3078  C131 1.074
119 H -4.3802 -7.0986 1.8430  C97 1.050
120 N 7.0422 0.6559 1.6429  C36 1.497, H40 1.020, H151 0.985
121 N -0.3935 -1.3748 -3.8640  H100 0.998, C160 1.456, H166 1.010
122 H -2.8318 -6.3852 2.1429  C97 1.116
123 O 0.6043 -5.3718 3.8932  C99 1.402, C146 1.406
124 H 2.5646 -2.7267 -2.8768  C159 1.094
125 C 5.4893 1.3238 -1.4109  H17 1.147, H29 1.076, H70 1.109, O127 1.404
126 H -5.2844 -0.9147 0.3121  N41 1.032
127 O 6.7556 0.7336 -1.5474  C125 1.404, C153 1.464
128 H 0.8414 -0.8589 -2.3825  C160 1.072
129 H -4.8408 2.1465 2.2234  C53 1.113
130 N -1.0542 -0.7324 0.8750  H5 0.989, H136 0.987, C142 1.461
131 C -7.8852 -0.3712 -5.3602  C73 1.519, H98 1.089, H118 1.074, H137 1.069
132 H -2.1502 -4.7174 0.6283  C81 1.091
133 C -4.4561 0.9895 0.4024  C34 1.506, N41 1.523, C53 1.554, H106 1.128
134 N -6.9165 1.8638 -5.0394  H2 0.992, H38 1.032, C73 1.492
135 H 1.0526 -3.4863 -2.5944  C159 1.065
136 H -1.5068 -1.2488 0.1654  N130 0.987
137 H -8.0599 -1.3566 -4.9839  C131 1.069
138 H 10.1218 -0.4555 4.3793  C154 1.104
139 H -3.9013 2.3559 -4.3218  C47 1.093
140 H -3.1453 0.1698 -2.2979  C59 1.086
141 H -4.1660 -3.4300 -1.2301  C14 1.082
142 C -0.0700 0.2326 0.3898  H22 1.099, C54 1.516, C116 1.505, N130 1.461
143 H -6.4523 1.5101 0.5570  C34 1.093
144 O -1.6729 1.8319 5.4642  C4 1.422, C90 1.380
145 H -0.5782 4.7585 -1.3976  C16 1.115
146 C 1.9372 -5.8107 3.8044  H114 1.081, H117 1.061, O123 1.406, H169 1.094
147 N -1.1423 1.6982 -5.0402  C1 1.533, H69 0.990, H94 1.010
148 H -6.0500 0.6538 -0.9678  C34 1.090
149 H 8.8334 1.9652 1.8371  C36 1.113
150 H -4.7508 -1.2791 4.5903  N83 1.018
151 H 7.5020 0.4221 0.8040  N120 0.985
152 H -2.0615 -2.7289 6.1103  N3 1.005
153 C 7.4646 1.3340 -2.6795  C43 1.545, H74 1.099, H112 1.109, O127 1.464
154 C 9.7393 0.3230 3.6956  H9 1.107, O62 1.410, H138 1.104, H168 1.114
155 H -3.2232 -0.6195 -3.9613  C59 1.096
156 H -1.1137 0.7422 -1.3867  C54 1.099
157 H 1.1491 -3.5468 4.7113  C99 1.090
158 H 6.0622 3.3539 2.1652  C88 1.124
159 C 1.5276 -2.7699 -3.2230  H107 1.100, H124 1.094, H135 1.065, C160 1.516
160 C 0.9558 -1.3686 -3.3182  C45 1.489, N121 1.456, H128 1.072, C159 1.516
161 C -3.0434 -4.9410 -2.1416  C14 1.525, H15 1.129, H42 1.106, H92 1.074
162 C 2.8249 1.3408 1.9588  H32 1.094, H52 1.123, O79 1.434, H86 1.113
163 H 9.2512 2.2881 -0.7981  C115 1.109
164 H -1.5342 6.2691 -1.6839  C16 1.117
165 C -1.5341 3.4194 -3.3741  C1 1.515, H55 1.050, H76 1.121, O84 1.410
166 H -0.7577 -0.4671 -4.1173  N121 1.010
167 H -2.3597 4.7387 -1.3121  C16 1.069
168 H 9.8743 -0.0169 2.6433  C154 1.114
169 H 2.3276 -6.1692 4.7618  C146 1.094
170 H -3.4662 -3.6638 1.1049  C81 1.104

Löwdin atomic charge list, values in e, 8 entries:
1. C -0.38
2. H 0.05
3. N 0.03
4. C -0.08
5. H 0.04
6. H 0.08
7. O -0.19
8. H 0.12



## 2
Computed, not measured: a cluster of 10 separate species, C40H110N10O10 in total, with the ωB97M-V functional and the def2-TZVPD basis.

Values from the calculation:
* SMILES: COC[C@H](C)N.COC[C@H](C)N.COC[C@H](C)N.COC[C@H](C)N.COC[C@H](C)N.COC[C@H](C)N.COC[C@H](C)N.COC[C@H](C)N.COC[C@H](C)N.COC[C@H](C)N
* E_LUMO: 0.5 eV

Bonds (Å) are listed after each position.
Positions of all 170 atoms, in Å:
1 H -0.8531 -2.8251 0.9507  C18 1.088
2 C -3.2152 -1.1939 5.5290  C89 1.529, H94 1.099, O129 1.403, H152 1.098
3 C -0.3085 -4.0672 6.9606  H81 1.095, O88 1.416, C116 1.513, H142 1.100
4 C 2.5149 -1.5162 4.3816  H63 1.091, H65 1.097, C66 1.533, H117 1.090
5 H 0.2902 -2.3157 -4.6512  C170 1.091
6 C 0.2936 -3.6095 9.4044  H25 1.096, H33 1.086, C116 1.533, H144 1.096
7 H 1.2316 -1.3568 8.0183  N60 1.011
8 O 2.3315 1.5812 4.0092  C41 1.413, C110 1.402
9 H 0.9713 -0.9220 -3.8184  C170 1.100
10 H 0.1531 4.6954 -1.2261  C71 1.088
11 N 2.1707 -2.7227 -0.5568  C99 1.468, H119 1.022, H164 1.015
12 C 0.0182 4.1698 -4.2238  H36 1.090, C40 1.517, H80 1.093, H149 1.092
13 H -4.0101 0.1737 7.8496  C108 1.096
14 N -0.7510 2.1719 -1.1326  C91 1.470, H136 1.015, H143 1.011
15 H 0.9788 6.8760 0.7193  C73 1.092
16 H -0.2965 -4.0758 3.6525  C134 1.091
17 H 2.7885 2.9233 -2.7711  C47 1.097
18 C -0.9127 -1.9166 0.3545  H1 1.088, H30 1.094, O44 1.425, H78 1.092
19 H -1.6834 -3.9855 4.7073  C134 1.095
20 H 4.6206 -2.0320 -1.5829  C51 1.093
21 H -0.3161 0.2523 -1.4713  C91 1.096
22 H -5.5749 -0.5808 8.0204  C108 1.089
23 C -2.3689 -6.4769 0.0590  H31 1.094, H95 1.095, H122 1.086, O133 1.413
24 H -0.6395 -8.6674 -2.5102  C79 1.092
25 H -0.7828 -3.5525 9.6048  C6 1.096
26 O -2.5663 -1.8070 -4.1641  C111 1.398, C153 1.417
27 H 4.3936 0.5979 -4.9198  C34 1.089
28 H 0.4219 1.1015 3.5249  C110 1.103
29 H -5.0138 -2.1658 6.1852  C89 1.096
30 H -1.9700 -1.7480 0.1296  C18 1.094
31 H -3.4318 -6.2321 -0.0284  C23 1.094
32 H -4.2496 1.5301 -2.6254  N106 1.017
33 H 0.8068 -2.9541 10.1023  C6 1.086
34 C 3.8491 1.4273 -4.4697  H27 1.089, H58 1.095, O141 1.407, H160 1.097
35 H -2.6519 1.5525 -2.4289  N106 1.021
36 H -0.5539 3.6870 -5.0159  C12 1.090
37 H 2.7977 -3.8724 -2.8514  C49 1.090
38 C 6.0819 4.1376 -2.9062  H72 1.088, C92 1.532, H125 1.092, H140 1.092
39 N -2.1200 -9.7820 -3.4416  H64 1.018, C79 1.481, H98 1.014
40 C 0.8525 5.3343 -4.7235  C12 1.517, H82 1.096, N121 1.472, C150 1.542
41 C 2.6082 2.6399 3.1157  O8 1.413, H48 1.092, H53 1.090, H59 1.093
42 H -3.7475 0.8685 3.0828  C155 1.093
43 H -0.6879 1.1558 1.4617  C45 1.095
44 O -0.2996 -0.8219 1.0293  C18 1.425, C45 1.409
45 C -0.8183 0.4318 0.6504  H43 1.095, O44 1.409, C91 1.507, H156 1.098
46 C -2.1033 0.8901 -5.0572  H68 1.092, C76 1.526, H83 1.091, H104 1.092
47 C 3.8750 2.8873 -2.6213  H17 1.097, H90 1.096, C92 1.502, O141 1.413
48 H 1.7117 3.0941 2.6882  C41 1.092
49 C 2.1947 -2.9678 -2.9312  H37 1.090, C99 1.542, O126 1.416, H165 1.097
50 H -1.0200 -7.8769 -4.9773  C124 1.084
51 C 3.8192 -1.3157 -1.7831  H20 1.093, C99 1.526, H123 1.090, H161 1.094
52 H 2.9611 5.2691 -2.5590  N62 1.035
53 H 3.1043 3.4098 3.7067  C41 1.090
54 H 1.9979 6.7785 -3.8263  N121 1.014
55 H -1.6938 6.4191 -1.6330  N163 1.018
56 H 1.9047 1.2932 -1.3112  C93 1.091
57 H -2.9219 -1.9052 8.1448  N135 1.016
58 H 3.9838 2.2766 -5.1470  C34 1.095
59 H 3.3106 2.3573 2.3275  C41 1.093
60 N 0.4486 -1.9025 7.6855  H7 1.011, C116 1.456, H169 1.013
61 H 1.7690 5.2955 0.4137  C73 1.088
62 N 3.9749 5.2769 -2.3521  H52 1.035, C92 1.464, H114 1.014
63 H 2.4289 -2.2366 3.5664  C4 1.091
64 H -2.9654 -9.5928 -3.9769  N39 1.018
65 H 3.3961 -0.8980 4.1676  C4 1.097
66 C 1.3240 -0.5548 4.4639  C4 1.533, H74 1.093, C110 1.527, N158 1.478
67 H -2.1460 3.3205 2.0661  C145 1.098
68 H -2.4612 1.6067 -5.7999  C46 1.092
69 H 1.4486 2.0084 0.2492  C93 1.095
70 H -2.4283 -8.8622 -1.0967  C85 1.097
71 C -0.0772 5.5624 -0.6095  H10 1.088, C73 1.538, C115 1.538, N163 1.469
72 H 6.5384 5.0755 -3.2173  C38 1.088
73 C 1.2325 6.1292 -0.0352  H15 1.092, H61 1.088, C71 1.538, H86 1.086
74 H 1.2719 -0.1374 5.4726  C66 1.093
75 H -3.2216 -3.2906 7.2859  N135 1.010
76 C -3.2045 0.5441 -4.0582  C46 1.526, N106 1.474, C111 1.537, H157 1.092
77 H 4.3072 4.3261 -4.1335  C92 1.103
78 H -0.3591 -2.0008 -0.5831  C18 1.092
79 C -1.6213 -8.4773 -2.9481  H24 1.092, N39 1.481, C85 1.532, C124 1.529
80 H -0.6710 4.5032 -3.4435  C12 1.093
81 H -0.4044 -5.1375 7.1692  C3 1.095
82 H 1.7467 4.9684 -5.2400  C40 1.096
83 H -1.7585 0.0789 -5.7007  C46 1.091
84 O -0.4447 4.2452 1.4221  C115 1.420, C145 1.414
85 C -2.4829 -8.0011 -1.7742  H70 1.097, C79 1.532, H100 1.095, O133 1.401
86 H 1.8243 6.5658 -0.8343  C73 1.086
87 H -1.2653 -2.8922 -2.8862  C153 1.093
88 O 0.1668 -3.8530 5.6438  C3 1.416, C134 1.407
89 C -4.2128 -1.5620 6.6275  C2 1.529, H29 1.096, C108 1.509, N135 1.462
90 H 4.0486 2.8474 -1.5399  C47 1.096
91 C -0.1694 0.9239 -0.6172  N14 1.470, H21 1.096, C45 1.507, C93 1.526
92 C 4.5590 4.1453 -3.0748  C38 1.532, C47 1.502, N62 1.464, H77 1.103
93 C 1.3258 1.1353 -0.4000  H56 1.091, H69 1.095, C91 1.526, H131 1.094
94 H -2.8132 -2.1469 5.1586  C2 1.099
95 H -2.2652 -7.3015 0.7712  C23 1.095
96 H 0.6474 6.3850 -2.9230  N121 1.024
97 H -0.0152 -1.4038 3.1886  N158 1.016
98 H -1.4987 -10.1536 -4.1516  N39 1.014
99 C 2.4375 -1.9642 -1.7854  N11 1.468, C49 1.542, C51 1.526, H138 1.096
100 H -3.5227 -7.8353 -2.0757  C85 1.095
101 C 0.5450 5.4553 -7.8046  O103 1.424, H112 1.089, H132 1.093, H154 1.090
102 H -1.1815 6.1510 1.0911  C115 1.096
103 O -0.4040 5.7460 -6.7840  C101 1.424, C150 1.411
104 H -1.2592 1.2979 -4.4970  C46 1.092
105 H -1.9756 4.8124 0.1938  C115 1.097
106 N -3.3805 1.6774 -3.1330  H32 1.017, H35 1.021, C76 1.474
107 H 1.6341 0.3495 2.4757  C110 1.097
108 C -4.8008 -0.3417 7.2933  H13 1.096, H22 1.089, C89 1.509, H151 1.090
109 H -1.0553 -6.6087 -3.6440  C124 1.097
110 C 1.4216 0.6368 3.5134  O8 1.402, H28 1.103, C66 1.527, H107 1.097
111 C -2.8968 -0.7584 -3.3014  O26 1.398, C76 1.537, H113 1.101, H166 1.100
112 H 1.1344 4.5935 -7.4941  C101 1.089
113 H -2.0732 -0.5845 -2.5921  C111 1.101
114 H 4.2454 6.1700 -2.7500  N62 1.014
115 C -1.0192 5.2100 0.5537  C71 1.538, O84 1.420, H102 1.096, H105 1.097
116 C 0.5945 -3.3315 7.9267  C3 1.513, C6 1.533, N60 1.456, H130 1.099
117 H 2.7244 -2.0783 5.2911  C4 1.090
118 H -2.5292 -7.0860 -4.3136  C124 1.094
119 H 3.1246 -2.9796 -0.2964  N11 1.022
120 H -0.7054 6.7336 -5.0099  C150 1.092
121 N 1.3839 6.0256 -3.5376  C40 1.472, H54 1.014, H96 1.024
122 H -1.8111 -5.6063 0.3916  C23 1.086
123 H 3.8825 -0.4391 -1.1384  C51 1.090
124 C -1.5307 -7.4827 -4.1065  H50 1.084, C79 1.529, H109 1.097, H118 1.094
125 H 6.4858 3.2998 -3.4777  C38 1.092
126 O 2.3198 -2.4337 -4.2372  C49 1.416, C170 1.414
127 H 0.7704 7.1721 -5.9321  C150 1.096
128 H -2.4641 1.0171 4.1745  C155 1.099
129 O -3.8756 -0.4901 4.5104  C2 1.403, C155 1.402
130 H 1.6160 -3.6912 7.7370  C116 1.099
131 H 1.8107 0.3099 0.1303  C93 1.094
132 H 1.1041 6.3501 -8.0917  C101 1.093
133 O -1.8538 -6.8940 -1.1891  C23 1.413, C85 1.401
134 C -0.6634 -4.3759 4.6352  H16 1.091, H19 1.095, O88 1.407, H139 1.094
135 N -3.6267 -2.4362 7.6418  H57 1.016, H75 1.010, C89 1.462
136 H -0.7549 2.9109 -0.4363  N14 1.015
137 H -3.0674 -3.1253 -2.7376  C153 1.095
138 H 1.6588 -1.1948 -1.7234  C99 1.096
139 H -0.6613 -5.4696 4.6185  C134 1.094
140 H 6.3649 3.9640 -1.8659  C38 1.092
141 O 4.3477 1.6770 -3.1777  C34 1.407, C47 1.413
142 H -1.3179 -3.6455 7.0711  C3 1.100
143 H -0.2030 2.4986 -1.9175  N14 1.011
144 H 0.4524 -4.6553 9.6895  C6 1.096
145 C -1.2848 3.8533 2.4894  H67 1.098, O84 1.414, H167 1.096, H168 1.086
146 H -0.8182 7.4104 -0.7466  N163 1.018
147 H 1.3204 -1.0661 -5.4743  C170 1.089
148 H -2.3746 -0.3302 3.0166  C155 1.091
149 H 0.6421 3.4148 -3.7409  C12 1.092
150 C 0.1161 6.3505 -5.6194  C40 1.542, O103 1.411, H120 1.092, H127 1.096
151 H -5.1800 0.3126 6.5090  C108 1.090
152 H -2.4104 -0.5897 5.9677  C2 1.098
153 C -2.2208 -2.9577 -3.4121  O26 1.417, H87 1.093, H137 1.095, H162 1.090
154 H -0.0836 5.2237 -8.6640  C101 1.090
155 C -3.0492 0.2477 3.6506  H42 1.093, H128 1.099, O129 1.402, H148 1.091
156 H -1.9121 0.4492 0.5505  C45 1.098
157 H -4.1572 0.3920 -4.5697  C76 1.092
158 N 0.0774 -1.3025 4.1957  C66 1.478, H97 1.016, H159 1.023
159 H 0.1682 -2.2535 4.5603  N158 1.023
160 H 2.7872 1.1548 -4.4436  C34 1.097
161 H 4.0665 -0.9221 -2.7730  C51 1.094
162 H -2.1828 -3.8485 -4.0395  C153 1.090
163 N -0.7275 6.6248 -1.3884  H55 1.018, C71 1.469, H146 1.018
164 H 1.8769 -2.1808 0.2500  N11 1.015
165 H 1.1711 -3.3191 -2.7496  C49 1.097
166 H -3.8121 -0.9676 -2.7275  C111 1.100
167 H -1.7275 4.6935 3.0362  C145 1.096
168 H -0.6986 3.2503 3.1759  C145 1.086
169 H 0.3655 -1.7656 6.6855  N60 1.013
170 C 1.1749 -1.6812 -4.5881  H5 1.091, H9 1.100, O126 1.414, H147 1.089

Löwdin atomic charge list, values in e, 8 entries:
1. H 0.08
2. C -0.22
3. C -0.19
4. C -0.05
5. H 0.08
6. C -0.06
7. H 0.08
8. O -0.17



2 is preferred energetically. Next in line: 1.675 eV higher.